Molecular formula: C45H53BF9N5OP
Method: DFT, the ωB97M-V functional and the def2-TZVPD basis

Geometry as XYZ:
```
115
Properties=species:S:1:pos:R:3:lowdin_charge:R:1
P 3.66 -1.87 -2.04 0.92
F 1.59 2.82 -1.04 0.10
F 2.17 5.75 0.17 0.07
F 1.32 3.62 1.06 0.06
F 4.82 0.36 0.50 0.04
F 2.89 4.84 -1.77 0.08
F 4.28 4.94 0.14 0.12
F 5.68 2.44 0.56 0.00
F 2.41 1.17 1.24 0.07
F 3.73 2.83 2.00 0.05
O 0.57 -1.31 -2.70 -0.19
N -6.10 -2.33 1.61 0.06
N -3.28 -0.38 4.34 0.06
N -0.92 -4.28 -3.98 0.08
N -2.34 2.95 9.23 0.05
N 4.16 2.67 -5.19 0.07
C -1.54 2.19 10.00 -0.15
C -3.34 1.20 6.16 -0.07
C -2.33 -4.27 -2.02 -0.05
C -5.22 1.01 4.68 -0.08
C -4.52 0.03 4.00 -0.16
C -2.63 4.18 9.69 -0.15
C -2.15 4.69 10.89 -0.08
C -1.70 -5.26 -4.48 -0.16
C -0.08 -1.54 -0.21 0.05
C 4.16 3.18 -7.54 -0.08
C -2.72 0.21 5.41 -0.15
C -6.91 -2.97 2.46 -0.16
C -1.32 3.88 11.66 -0.08
C -1.01 2.61 11.21 -0.08
C 4.67 1.87 -1.54 -0.12
C -0.70 -1.90 2.43 -0.10
C 6.02 -2.53 -0.62 -0.24
C 2.99 4.69 -0.35 -0.30
C 5.50 2.67 -5.23 -0.14
C -1.49 2.17 -3.34 -0.09
C 1.48 -0.21 -3.02 -0.21
C -6.63 -5.06 1.35 -0.08
C -0.32 -0.98 -1.65 -0.19
C 4.56 1.69 0.01 -0.26
C 5.57 -1.71 -1.96 -0.44
C 3.70 1.12 -2.53 -0.22
C -1.55 -0.08 -1.90 -0.07
C -1.05 -1.27 0.98 -0.19
C 6.24 2.91 -6.39 -0.08
C 5.55 3.17 -7.56 -0.09
C -1.96 0.61 -3.27 -0.36
C -2.52 0.18 -0.68 -0.03
C 3.52 2.93 -6.34 -0.14
C -5.79 -4.43 0.46 -0.07
C -5.55 -3.07 0.62 -0.13
C -1.26 -3.80 -2.76 -0.13
C -7.21 -4.33 2.38 -0.08
C -2.32 -0.40 0.73 -0.05
C 2.33 3.29 0.08 -0.18
C -4.61 1.60 5.78 -0.09
C 3.27 2.22 0.78 -0.19
C -3.12 -5.28 -2.57 -0.09
C 3.34 -2.72 -3.72 -0.35
C -1.58 -0.20 -4.59 -0.09
C -2.80 -5.78 -3.82 -0.09
B 2.80 -0.13 -2.01 -0.78
H -3.08 -0.19 1.56 0.07
H -3.97 -5.66 -2.02 0.08
H 0.96 0.82 -2.97 0.09
H 3.59 3.37 -8.44 0.10
H -0.62 -3.01 -2.38 0.07
H -0.49 0.00 -4.90 0.08
H 0.83 -2.21 0.03 0.11
H 2.44 2.93 -6.27 0.11
H -0.80 -1.08 3.24 0.06
H 3.37 -1.97 -4.58 0.02
H -1.74 -1.33 -4.41 0.08
H 7.11 -2.32 -0.36 0.05
H 5.76 1.59 -1.84 0.13
H -7.87 -4.79 3.10 0.10
H -1.32 1.20 9.60 0.10
H -0.92 4.24 12.60 0.10
H -3.12 0.68 -3.26 0.12
H -0.36 1.95 11.79 0.10
H -2.24 0.19 -5.44 0.07
H 4.61 3.01 -1.77 0.12
H 6.00 2.46 -4.29 0.10
H 2.27 -3.14 -3.70 0.03
H -2.55 -3.85 -1.05 0.10
H 6.01 -2.32 -2.83 0.06
H 2.34 0.00 -0.92 0.04
H -3.46 0.83 -0.85 0.09
H -1.40 -5.62 -5.46 0.10
H -1.73 -0.14 5.66 0.10
H 1.85 -0.36 -4.11 0.11
H 7.32 2.90 -6.36 0.10
H 5.91 -3.67 -0.76 0.06
H -1.43 -2.74 2.68 0.07
H -2.84 1.63 7.01 0.07
H 0.38 -2.29 2.43 0.08
H -2.17 2.80 -2.65 0.08
H -0.42 2.33 -2.97 0.06
H 6.09 3.36 -8.48 0.10
H 4.04 -3.61 -3.87 0.02
H -4.95 -0.46 3.13 0.08
H 4.33 0.73 -3.43 0.10
H -3.39 -6.57 -4.27 0.09
H -5.32 -4.97 -0.36 0.08
H -6.21 1.31 4.36 0.10
H 5.93 -0.63 -1.93 0.05
H 5.35 -2.27 0.28 0.05
H 2.99 1.89 -3.01 0.09
H -4.90 -2.53 -0.05 0.10
H -6.84 -6.12 1.26 0.10
H -5.13 2.37 6.35 0.10
H -7.34 -2.35 3.24 0.10
H -1.56 2.59 -4.41 0.07
H -3.28 4.76 9.06 0.10
H -2.41 5.69 11.21 0.10
```

Gap between HOMO and LUMO (eV): 5.2
E_HOMO (Eh): -0.1203
2S+1: 1
Lowest unoccupied orbital energy (Eh): 0.0714
Maximum force (Eh/bohr): 0.0802
Electronic energy (Eh): -3360.30678
Net charge: -1